# 1
Computed, not measured: C2H8NS2 in the gas phase in a non-equilibrium geometry, with ωB97M-V with the def2-TZVPD basis set.

**Calculated total energy**: -931.97584 a.u.
**ΔE to the lowest compared entry with this formula, charge and spin**: 54.7 kcal per mole
**HOMO-LUMO gap (alpha / beta)**: 4.52 / 6.67 eV
**F_max**: 4.0 eV/A
**⟨S²⟩**: 0.75
**HOMO level (alpha / beta)**: -4.87 / -7.06 eV

```
! RIJCOSX wB97M-V def2-TZVPD def2/J DEFGRID3
* xyz 0 2
C 0.81568 1.16287 -0.22367
H -1.98728 1.35612 1.90121
H -0.59926 0.45324 2.14516
H 0.46702 1.20057 -1.32869
H 1.83893 1.59928 -0.29752
H -1.83826 -0.95070 -0.68696
S 1.24687 -0.60834 -0.05072
S -0.62826 -1.41239 -0.87815
C -0.31779 1.81133 0.52572
H -1.27431 -0.04534 0.84006
H -0.10708 2.55699 1.26238
H -1.03391 2.27825 -0.24262
N -1.19298 0.86258 1.35093
*
```

# 2
Computed, not measured: 2 unconnected molecules or ions with the total composition C2H8O in a non-equilibrium geometry, with ωB97M-V with the def2-TZVPD basis set.

**Calculated total energy**: -155.79227 a.u.
**ΔE to the lowest compared entry with this formula, charge and spin**: 12.4 kcal per mole
**HOMO-LUMO gap (alpha / beta)**: 9.71 / 1.79 eV
**F_max**: 1.3 eV/A
**⟨S²⟩**: 0.75
**HOMO level (alpha / beta)**: -13.46 / -13.46 eV

```
! RIJCOSX wB97M-V def2-TZVPD def2/J DEFGRID3
* xyz 1 2
H -2.61524 0.83343 0.49033
H -3.09667 0.49029 -1.15867
H -1.66892 -1.37109 -1.54959
C -2.23346 0.44287 -0.50069
C -1.69082 -0.90932 -0.51219
O 5.56696 0.63838 1.12419
H -1.42584 1.17123 -0.69006
H 5.23882 -0.17363 1.53792
H -2.51651 -1.54460 -0.11180
H 5.11384 1.38900 1.52098
H -0.67217 -0.96657 -0.15042
*
```

# 3
Computed, not measured: 2 unconnected molecules or ions with the total composition C2H8O in a non-equilibrium geometry, with ωB97M-V with the def2-TZVPD basis set.

**Calculated total energy**: -155.79941 a.u.
**ΔE to the lowest compared entry with this formula, charge and spin**: 7.9 kcal per mole
**HOMO-LUMO gap (alpha / beta)**: 9.37 / 2.78 eV
**F_max**: 2.9 eV/A
**⟨S²⟩**: 0.75
**HOMO level (alpha / beta)**: -14.05 / -14.05 eV

```
! RIJCOSX wB97M-V def2-TZVPD def2/J DEFGRID3
* xyz 1 2
H -2.61476 3.14723 -0.25963
H 3.32196 -5.25414 -2.70723
O -1.74923 3.00914 1.58452
C -2.88916 2.87451 0.76853
H -1.26805 2.14402 1.60843
H 4.92143 -5.50667 -2.82787
H 4.13632 -5.87910 -1.17909
H -3.47308 3.76849 1.06846
C 4.19966 -5.24307 -2.05103
H -3.46917 1.96633 0.90231
H 4.41718 -4.23155 -1.71279
*
```

# 4
Computed, not measured: 2 unconnected molecules or ions with the total composition C2H8O2 in a non-equilibrium geometry, with ωB97M-V with the def2-TZVPD basis set.

**Calculated total energy**: -231.43861 a.u.
**ΔE to the lowest compared entry with this formula, charge and spin**: 14.9 kcal per mole
**HOMO-LUMO gap**: 10.77 eV
**SMILES string**: CO.CO
**F_max**: 1.4 eV/A
**HOMO level**: -9.93 eV

```
! RIJCOSX wB97M-V def2-TZVPD def2/J DEFGRID3
* xyz 0 1
O 0.21305 -1.11206 -0.20829
H -0.85796 2.39662 -0.29898
C -0.37430 -2.30295 -0.67475
H 0.86390 2.92478 0.97605
H -0.39652 -2.37209 -1.77162
H -1.38604 -2.43713 -0.29460
H 0.25837 -3.13671 -0.35679
H 1.55603 1.34069 0.65262
H 0.10520 1.51829 1.74106
C 0.62077 1.86771 0.86469
H -0.39500 -0.37317 -0.31535
O -0.20749 1.68602 -0.31403
*
```

# 5
Computed, not measured: 2 unconnected molecules or ions with the total composition C2H8O2 in a non-equilibrium geometry, with ωB97M-V with the def2-TZVPD basis set.

**Calculated total energy**: -231.43108 a.u.
**ΔE to the lowest compared entry with this formula, charge and spin**: 19.6 kcal per mole
**HOMO-LUMO gap**: 11.66 eV
**SMILES string**: CCO.O
**F_max**: 5.1 eV/A
**HOMO level**: -10.79 eV

```
! RIJCOSX wB97M-V def2-TZVPD def2/J DEFGRID3
* xyz 0 1
H 0.50655 1.24254 -1.71614
O 1.50489 -0.18697 -0.46091
H -0.28593 0.62275 1.18189
H 0.28919 -1.68516 0.31610
H 2.04561 0.41453 0.08886
O -0.52904 -2.17440 0.63694
H -1.66199 0.85826 0.14772
H -0.75191 -2.27638 1.51004
C -0.52670 1.09121 0.21759
C 0.26880 0.46463 -0.94651
H -0.58909 2.17852 0.29709
H -0.27036 -0.54953 -1.27268
*
```

# 6
Computed, not measured: 2 unconnected molecules or ions with the total composition C2H8O2 in a non-equilibrium geometry, with ωB97M-V with the def2-TZVPD basis set.

**Calculated total energy**: -231.38915 a.u.
**ΔE to the lowest compared entry with this formula, charge and spin**: 45.9 kcal per mole
**HOMO-LUMO gap**: 10.86 eV
**SMILES string**: CO.CO
**F_max**: 3.8 eV/A
**HOMO level**: -10.06 eV

```
! RIJCOSX wB97M-V def2-TZVPD def2/J DEFGRID3
* xyz 0 1
C 0.32145 -0.96856 1.85325
H 0.71795 -1.82372 2.30111
H -0.87061 0.81891 -3.21508
H -2.38012 0.49712 -1.99451
H 0.00915 -1.03646 0.76477
O 1.67192 -0.43932 1.53019
O -0.72282 1.10253 -1.17452
H 0.08537 0.67725 -0.81760
H -0.91714 -0.70753 -2.21055
H 1.93633 0.42046 1.76204
C -1.29507 0.32726 -2.18326
H -0.33195 -0.30398 2.54448
*
```

# 7
Computed, not measured: 2 unconnected molecules or ions with the total composition C2H8O2 in a non-equilibrium geometry, with ωB97M-V with the def2-TZVPD basis set.

**Calculated total energy**: -231.40569 a.u.
**ΔE to the lowest compared entry with this formula, charge and spin**: 35.5 kcal per mole
**HOMO-LUMO gap**: 11.11 eV
**SMILES string**: CO.CO
**F_max**: 4.3 eV/A
**HOMO level**: -10.24 eV

```
! RIJCOSX wB97M-V def2-TZVPD def2/J DEFGRID3
* xyz 0 1
H 2.28572 1.39530 -0.71531
O -1.90286 -1.80016 -0.97292
H -0.81159 -0.14506 -0.32648
H -1.72969 -0.88011 1.04938
H 1.48100 0.02479 0.25122
O 1.04926 1.85949 1.02401
H -2.21704 -2.59555 -0.59886
C 1.35975 1.08287 -0.05766
H 0.44605 1.14677 -0.83800
C -1.07862 -1.13988 0.05715
H 1.27979 2.77798 0.75813
H -0.16178 -1.72643 0.36934
*
```

# 8
Computed, not measured: 2 unconnected molecules or ions with the total composition C2H8OS in a non-equilibrium geometry, with ωB97M-V with the def2-TZVPD basis set.

**Calculated total energy**: -554.39799 a.u.
**ΔE to the lowest compared entry with this formula, charge and spin**: 12.5 kcal per mole
**HOMO-LUMO gap**: 10.58 eV
**SMILES string**: CCO.S
**F_max**: 1.1 eV/A
**HOMO level**: -9.74 eV

```
! RIJCOSX wB97M-V def2-TZVPD def2/J DEFGRID3
* xyz 0 1
O 0.51625 0.38056 -1.75333
H -1.08912 1.87190 2.42448
H -0.64817 -1.20200 -1.37540
H 1.69587 -0.63958 0.53324
H 1.36460 0.73046 -1.46043
H -0.03147 -0.34292 0.74921
H 0.53482 -1.96683 0.69375
C 0.38372 -0.94330 -1.20629
C 0.70467 -0.97681 0.26150
S -1.61349 2.16422 1.23071
H 0.96431 -1.63309 -1.83074
H -2.78201 2.55739 1.73331
*
```

# 9
Computed, not measured: 2 unconnected molecules or ions with the total composition C2H8OS2 in a non-equilibrium geometry, with ωB97M-V with the def2-TZVPD basis set.

**Calculated total energy**: -952.56599 a.u.
**ΔE to the lowest compared entry with this formula, charge and spin**: 29.9 kcal per mole
**HOMO-LUMO gap**: 8.94 eV
**SMILES string**: CCO.SS
**F_max**: 1.4 eV/A
**HOMO level**: -8.55 eV

```
! RIJCOSX wB97M-V def2-TZVPD def2/J DEFGRID3
* xyz 0 1
S 6.65595 -2.62436 0.67260
C -2.97880 1.82093 0.61575
C -2.42503 1.74493 -0.80676
O -1.76128 0.52779 -1.13457
S 6.05944 -4.55395 1.01217
H -1.72478 2.57603 -0.92341
H -2.93213 0.87564 1.16950
H -4.05246 2.04453 0.57156
H 6.13453 -2.28417 -0.50861
H 4.97641 -4.57285 0.22391
H -3.21098 1.98285 -1.53170
H -2.19042 -0.13365 -0.58562
H -2.55045 2.59629 1.22519
*
```

# 10
Computed, not measured: 2 unconnected molecules or ions with the total composition C2H8OS2 in a non-equilibrium geometry, with ωB97M-V with the def2-TZVPD basis set.

**Calculated total energy**: -952.57986 a.u.
**ΔE to the lowest compared entry with this formula, charge and spin**: 21.1 kcal per mole
**HOMO-LUMO gap**: 9.94 eV
**SMILES string**: CCO.SS
**F_max**: 1.3 eV/A
**HOMO level**: -9.73 eV

```
! RIJCOSX wB97M-V def2-TZVPD def2/J DEFGRID3
* xyz 0 1
H -0.15259 -0.64312 0.50500
S 2.52598 0.88606 -0.09914
S 2.93941 -0.21845 1.64543
H -2.23126 0.55706 -1.42596
H -0.52471 1.06936 -1.32585
O -0.84602 -1.80491 -0.92371
H -1.51003 1.42405 -0.09604
H 1.95889 0.37546 2.35530
H 3.39890 1.91372 0.08190
H -1.20407 -2.59689 -0.50978
C -1.34928 0.59155 -0.79198
H -1.91416 -0.86219 0.63830
C -1.09108 -0.69167 -0.05348
*
```